Computed, not measured: a gas-phase ion, C20H32NO2S (charge +1), with ωB97M-V/def2-TZVPD.

The geometry in XYZ format:
```
56
C20H32NO2S | the OMol25 dataset | ωB97M-V/def2-TZVPD
C 2.64179 -2.90696 2.57043
C 1.81230 -2.21645 1.48805
C 2.52678 -0.93355 1.04930
C 2.00200 -0.26599 -0.21654
C 3.12010 0.37772 -1.08824
C 4.18556 1.10332 -0.28182
C 4.88887 2.19076 -1.07211
O 4.11124 3.38870 -1.04043
C 1.08229 -1.09385 -1.14098
N -0.14536 -0.38097 -1.44962
C -1.06644 -1.04586 -2.40290
O -2.23837 -1.43728 -1.79416
C -2.10872 -2.54899 -0.91354
C -3.45013 -2.83236 -0.25889
C -0.35790 0.76760 -0.86739
C -1.56929 1.57638 -1.17048
C -2.67403 1.52667 -0.12492
C -3.83753 0.84603 -0.49352
C -4.93420 0.76256 0.36011
C -4.88981 1.37034 1.60729
C -3.73802 2.05683 1.97286
C -2.62544 2.15309 1.12870
C -1.44974 2.97548 1.59777
S 0.89080 1.17730 0.21874
H 3.63856 -3.07383 2.16984
H 2.76702 -2.27309 3.44195
H 2.23101 -3.87017 2.84278
H 0.81407 -1.99195 1.85290
H 1.77302 -2.91391 0.65836
H 2.44074 -0.22505 1.86807
H 3.57521 -1.17798 0.94047
H 2.62331 1.08526 -1.74695
H 3.54336 -0.38926 -1.73606
H 3.75933 1.55798 0.60712
H 4.93105 0.38751 0.05509
H 5.07455 1.90166 -2.10299
H 5.84732 2.38461 -0.59817
H 4.62556 4.06784 -0.60547
H 0.86307 -2.12112 -0.87969
H 1.62566 -1.18601 -2.08490
H -0.52171 -1.86119 -2.87258
H -1.34010 -0.33535 -3.17289
H -1.37441 -2.35042 -0.13339
H -1.77006 -3.41848 -1.47940
H -4.23143 -2.22853 -0.70212
H -3.69301 -3.88432 -0.30633
H -3.40496 -2.56749 0.79331
H -1.98225 1.16859 -2.08129
H -1.26862 2.60356 -1.36660
H -3.91029 0.36658 -1.45695
H -5.83183 0.24580 0.05936
H -5.73524 1.32600 2.27044
H -3.70645 2.55728 2.92782
H -1.81549 3.74169 2.27052
H -0.99140 3.49852 0.76202
H -0.73238 2.36478 2.12804
```

## Properties
* LUMO: -0.1171 hartree
* HOMO-LUMO gap: 8.553 eV
* energy: -37673.1985 eV
* relative energy (zero: lowest compared OMol25 entry of this formula, charge and spin): 0.0 kcal per mole
* total charge: +1
* M: 350.55 g/mol


Computed, not measured: a molecular structure, C10H18BrMgNO4, with ωB97M-V/def2-TZVPD.

The geometry in XYZ format:
```
35
C10H18BrMgNO4 | the OMol25 dataset | ωB97M-V/def2-TZVPD
C 3.02998 0.07117 0.12616
O 2.09652 0.56511 1.14346
C 0.67276 0.32950 0.73646
C 0.36380 -1.24124 0.44003
N 1.08744 -2.18105 1.42761
C -0.21516 0.74282 2.07553
C -1.83669 0.60484 1.88794
O -2.55653 0.61771 3.04573
O -2.58473 0.54027 0.62826
C -3.40405 -0.66623 0.49607
C -3.18642 -1.58463 -0.88521
O -4.35622 -1.10125 1.32275
C 0.32746 1.40220 -0.42152
C -0.02741 0.85744 -1.90635
C 1.23004 1.11440 -2.97955
Br -1.50719 2.08429 -2.59917
H 3.81330 0.94689 -0.08507
H 2.56071 -0.19293 -0.91061
H 3.68918 -0.83410 0.52675
H -0.76146 -1.55788 0.48299
H 0.81583 -1.49372 -0.62709
H 1.24276 -1.70840 2.34496
H 1.98194 -2.45898 0.96700
H 0.10458 1.85618 2.34302
H 0.10356 0.07863 2.99110
H -3.50013 -2.70658 -0.64850
H -2.08127 -1.54118 -1.28701
H -3.90057 -1.11846 -1.71393
H 1.26772 2.13052 -0.53124
H -0.55831 2.12164 -0.07023
H -0.47958 -0.21507 -1.98831
H 1.83382 0.14068 -3.21725
H 1.92750 2.00964 -2.61072
H 0.76304 1.50974 -4.00498
Mg 2.04378 0.87806 3.50092
```

## Properties
* LUMO: -0.4499 hartree
* HOMO-LUMO gap: 3.110 eV
* energy: -95802.8152 eV
* relative energy (zero: lowest compared OMol25 entry of this formula, charge and spin): 138.4 kcal per mole
* total charge: +2
* M: 320.47 g/mol


Question: Which formula does entry 1 have?
Answer: C20H32NO2S


Question: What is the LUMO in the first record?
Answer: -0.1171 hartree


Question: Which of these has the lowest total charge?
Answer: C20H32NO2S


Question: The lowest HOMO-LUMO gap belongs to which entry?
Answer: C10H18BrMgNO4